## w
The molecule C20H27N3O3, computed with ωB97M-V/def2-TZVPD.

- Charge: 0
- Orbital gap: 0.312 Ha
- HOMO: -7.825 eV
- 2S+1: 1

Last column: natural (NBO) charge in e.
Atoms and positions in Å:
C  -9.33  -1.35  0.36  -0.2513
O  -8.78  -0.09  0.10  -0.4919
C  -7.42  0.03  0.03  0.3027
C  -6.52  -1.01  0.21  -0.3127
C  -5.16  -0.77  0.12  -0.1817
C  -4.67  0.50  -0.15  -0.0249
C  -3.24  0.77  -0.25  0.1038
C  -2.16  -0.13  -0.09  -0.3760
C  -1.03  0.62  -0.28  0.2388
C  0.42  0.25  -0.25  -0.2718
C  0.79  -0.62  -1.46  -0.3964
C  1.99  -1.52  -1.13  -0.2236
N  2.86  -0.88  -0.17  -0.4556
C  4.12  -0.52  -0.53  0.9064
O  4.57  -0.71  -1.63  -0.6740
O  4.77  0.05  0.51  -0.5426
C  6.13  0.52  0.35  0.2759
C  7.05  -0.65  0.00  -0.6450
C  6.48  1.09  1.72  -0.6135
C  6.20  1.61  -0.72  -0.6448
C  2.30  -0.62  1.14  -0.2050
C  0.78  -0.49  1.04  -0.4021
N  -1.46  1.88  -0.53  -0.3401
N  -2.78  1.98  -0.52  -0.2801
C  -5.58  1.54  -0.33  -0.1735
C  -6.94  1.31  -0.24  -0.2554
H  -10.41  -1.21  0.37  0.1997
H  -9.07  -2.08  -0.42  0.1749
H  -9.02  -1.74  1.34  0.1748
H  -6.86  -2.01  0.42  0.2167
H  -4.48  -1.60  0.26  0.2047
H  -2.21  -1.18  0.14  0.2220
H  1.01  1.18  -0.28  0.2072
H  1.03  0.02  -2.31  0.2140
H  -0.06  -1.25  -1.74  0.2148
H  1.65  -2.47  -0.70  0.1844
H  2.58  -1.73  -2.02  0.2529
H  6.78  -1.06  -0.97  0.2440
H  6.96  -1.43  0.75  0.2099
H  8.08  -0.31  -0.03  0.2119
H  5.81  1.91  1.97  0.2120
H  7.50  1.46  1.71  0.2134
H  6.39  0.32  2.48  0.2144
H  5.51  2.41  -0.48  0.2077
H  7.21  2.01  -0.77  0.2125
H  5.93  1.19  -1.69  0.2439
H  2.58  -1.42  1.83  0.1921
H  2.74  0.31  1.52  0.2181
H  0.41  0.05  1.91  0.2271
H  0.31  -1.47  1.04  0.2026
H  -0.89  2.69  -0.73  0.4053
H  -5.20  2.53  -0.53  0.2310
H  -7.65  2.11  -0.37  0.2227


## x
A structure of composition C20H27N3O3, computed with ωB97M-V/def2-TZVPD.

- Charge: 0
- Orbital gap: 0.282 Ha
- HOMO: -6.956 eV
- 2S+1: 1

Last column: natural (NBO) charge in e.
Atoms and positions in Å:
C  -6.27  -2.47  -0.48  -0.5794
H  -6.25  -1.62  -1.23  0.2214
H  -7.15  -2.61  -0.20  0.2041
H  -5.92  -3.35  -1.19  0.2039
C  -5.32  -2.36  0.40  -0.4261
C  -4.02  -1.92  0.07  0.6606
O  -3.76  -1.96  -0.99  -0.6078
N  -3.07  -1.54  0.87  -0.5964
H  -3.44  -1.42  1.84  0.3686
C  -1.72  -1.06  0.66  -0.2782
H  -1.06  -1.28  1.32  0.2074
H  -1.68  -1.17  -0.48  0.2497
C  -1.70  0.35  0.75  -0.0649
C  -2.79  1.27  0.09  0.2918
C  -2.82  1.97  -1.17  -0.2879
C  -4.24  2.24  -1.21  -0.3141
C  -4.86  1.45  -0.34  0.0947
O  -4.12  0.91  0.54  -0.4189
H  -5.84  1.64  -0.28  0.1884
H  -4.57  2.92  -2.02  0.2241
H  -2.00  2.35  -1.67  0.2280
N  -0.55  1.23  0.73  -0.4227
C  0.22  0.80  -0.59  -0.2538
H  -0.57  0.68  -1.28  0.1829
C  1.32  1.86  -1.24  -0.2284
N  2.39  1.78  0.06  -0.4764
C  3.39  0.68  0.07  0.0930
C  3.85  0.35  1.18  -0.2580
C  4.85  -0.66  1.29  -0.2358
C  5.68  -0.85  0.07  0.2983
C  5.24  -0.03  -1.19  -0.2648
C  4.09  0.66  -1.23  -0.2101
H  3.87  1.25  -1.98  0.2096
H  5.73  -0.37  -2.10  0.2113
O  6.69  -1.72  0.08  -0.4979
C  7.52  -1.67  -1.05  -0.2068
H  6.90  -2.31  -2.06  0.1409
H  8.27  -2.54  -0.54  0.2114
H  7.91  -0.90  -1.44  0.1569
H  5.14  -1.01  2.16  0.1968
H  3.37  0.22  2.31  0.2210
C  1.51  2.18  1.55  -0.1439
C  0.42  1.09  1.70  -0.2512
H  -0.03  1.33  2.60  0.1940
H  0.83  0.19  1.78  0.1699
H  2.53  2.11  2.10  0.2339
H  1.28  2.99  1.21  0.1609
H  1.93  1.25  -1.89  0.2300
H  0.91  2.78  -1.22  0.2113
H  0.56  -0.24  -0.47  0.1820
H  -1.92  0.78  1.87  0.1943
H  -5.22  -3.00  1.17  0.2218
H  -5.50  -1.27  1.06  0.1606


Taking the most stable structure as the zero point, the relative energies in hartree are w 0.0000; x 0.7206.


## w
A cluster of 2 separate species, C7H16O in total, computed with ωB97M-V/def2-TZVPD.

- Charge: 0
- Orbital gap: 0.363 Ha
- HOMO: -9.074 eV
- 2S+1: 1

Last column: natural (NBO) charge in e.
Atoms and positions in Å:
C  0.39  0.70  1.14  -0.4328
C  -0.83  0.62  0.62  0.0482
C  -1.96  1.34  1.33  -0.4462
C  -1.86  2.86  1.21  -0.5980
C  -1.18  -0.17  -0.60  -0.4343
C  -0.05  -0.58  -1.53  -0.4030
C  0.70  -1.85  -1.14  -0.6055
H  1.22  0.30  0.60  0.1883
H  0.64  1.13  2.11  0.1983
H  -2.02  1.02  2.37  0.2130
H  -2.96  1.08  0.96  0.2033
H  -2.12  3.20  0.21  0.2022
H  -2.48  3.42  1.92  0.2092
H  -0.85  3.25  1.37  0.2079
H  -1.95  0.38  -1.09  0.2099
H  -1.70  -1.08  -0.28  0.2100
H  0.64  0.28  -1.52  0.1995
H  -0.38  -0.58  -2.56  0.2090
H  1.07  -2.41  -2.00  0.2155
H  0.04  -2.46  -0.57  0.1989
H  1.56  -1.61  -0.57  0.2061
O  4.54  -2.98  -1.05  -0.9279
H  4.83  -2.20  -0.56  0.4639
H  4.70  -3.66  -0.37  0.4645


## x
A structure of composition C7H16O, computed with ωB97M-V/def2-TZVPD.

- Charge: 0
- Orbital gap (spin up / spin down): 0.257 / 0.257 Ha
- HOMO (spin up / spin down): -7.463 / -7.463 eV
- 2S+1: 1

Last column: natural (NBO) charge in e.
Atoms and positions in Å:
C  -0.55  -1.13  1.22  0.1415
C  -1.34  -1.59  -0.59  -0.5784
C  -2.38  -0.53  -0.91  -0.6339
O  0.48  -1.77  1.56  -0.7037
H  1.73  -0.55  1.51  0.3508
H  -0.41  -0.05  0.94  0.1045
H  -1.49  -1.30  1.78  0.1296
H  -0.83  -1.99  -1.46  0.2020
H  -1.76  -2.45  -0.08  0.2191
H  -1.93  0.32  -1.44  0.1870
H  -2.83  -0.14  0.00  0.2011
H  -3.18  -0.92  -1.54  0.2110
C  0.59  2.24  0.10  -0.6899
C  1.05  0.05  -1.10  -0.7638
C  1.27  0.90  0.03  0.3606
C  2.16  0.48  1.10  -0.7590
H  0.32  2.50  1.13  0.2372
H  1.29  3.00  -0.25  0.2437
H  -0.30  2.29  -0.52  0.2304
H  1.86  -0.64  -1.30  0.2463
H  0.15  -0.67  -0.81  0.3584
H  0.70  0.56  -2.00  0.2338
H  2.24  1.19  1.91  0.2212
H  3.15  0.21  0.72  0.2505


Taking the most stable structure as the zero point, the relative energies in hartree are w 0.0000; x 0.1415.


## w
A cluster of 2 separate species, C4H9N2 in total, computed with ωB97M-V/def2-TZVPD.

- Charge: +1
- <S²>: 2.010
- Orbital gap (spin up / spin down): 0.131 / 0.139 Ha
- HOMO (spin up / spin down): -7.517 / -12.377 eV
- 2S+1: 3

Last column: Löwdin spin population.
Atoms and positions in Å:
C  3.05  0.20  0.28  0.4767
C  2.58  -0.55  -0.56  0.4903
C  -0.73  0.84  -0.28  0.0800
C  -1.10  -1.20  0.16  0.4967
N  -0.16  -0.06  0.73  0.0895
N  -1.93  -0.06  -0.55  0.0795
H  3.71  0.47  1.05  0.0455
H  0.79  -0.37  0.65  0.0290
H  1.97  -0.88  -1.35  0.0504
H  -0.98  1.97  0.10  0.0243
H  -0.18  1.01  -1.15  0.0248
H  -1.82  -1.49  0.89  0.0447
H  -0.25  0.09  1.73  0.0276
H  -2.84  0.33  -0.14  0.0200
H  -2.10  -0.31  -1.55  0.0210


## x
The ion C4H9N2 with charge +1, computed with ωB97M-V/def2-TZVPD.

- Charge: +1
- <S²>: 2.008
- Orbital gap (spin up / spin down): 0.294 / 0.342 Ha
- HOMO (spin up / spin down): -10.827 / -16.395 eV
- 2S+1: 3

Last column: Löwdin spin population.
Atoms and positions in Å:
C  -0.36  1.86  -0.67  0.7030
C  0.52  1.18  -1.66  0.0959
C  0.57  -1.56  -0.15  0.0624
C  -0.79  -0.28  1.65  0.0301
N  -0.17  0.64  -0.54  0.4345
N  -0.27  -0.47  0.21  0.5257
H  -1.01  2.67  -0.17  0.0363
H  0.27  1.20  -2.70  0.0170
H  1.61  1.21  -1.48  0.0248
H  1.43  -1.79  0.48  0.0288
H  -0.03  -2.47  0.11  0.0200
H  0.64  -1.41  -1.18  0.0010
H  -0.15  0.47  2.15  0.0127
H  -1.86  -0.15  1.69  0.0070
H  -0.41  -1.11  2.26  0.0007


Taking the most stable structure as the zero point, the relative energies in hartree are w 0.1647; x 0.0000.


## w
A structure of composition C8H13N2, computed with ωB97M-V/def2-TZVPD.

- Charge: +1
- Orbital gap: 0.411 Ha
- HOMO: -13.893 eV
- 2S+1: 1

Last column: natural (NBO) charge in e.
Atoms and positions in Å:
C  -2.46  -1.09  0.28  -0.0556
C  -3.20  0.02  0.43  -0.0492
C  -1.10  0.63  0.10  0.4689
C  0.25  1.28  -0.11  -0.4906
C  0.04  -1.36  -0.42  -0.2395
C  1.25  0.08  -0.06  0.1083
C  1.94  -0.11  1.28  -0.6543
C  2.14  0.15  -1.36  -0.6490
N  -1.17  -0.68  0.01  -0.3119
N  -2.33  1.09  0.33  -0.4822
H  -2.82  -2.10  0.16  0.2606
H  -4.30  0.16  0.57  0.2685
H  0.23  1.65  -1.13  0.2579
H  0.22  2.05  0.78  0.2574
H  0.04  -1.44  -1.52  0.2215
H  0.37  -2.28  0.14  0.2453
H  2.62  0.75  1.41  0.2355
H  2.39  -1.04  1.21  0.2263
H  1.36  -0.10  2.17  0.2282
H  3.00  0.88  -1.21  0.2454
H  1.46  0.23  -2.30  0.2248
H  2.60  -0.85  -1.31  0.2255
H  -2.53  2.09  0.52  0.4582


## x
The ion C8H13N2 with charge +1, computed with ωB97M-V/def2-TZVPD.

- Charge: +1
- Orbital gap: 0.355 Ha
- HOMO: -12.866 eV
- 2S+1: 1

Last column: natural (NBO) charge in e.
Atoms and positions in Å:
C  -2.11  0.04  -0.35  -0.3427
C  -1.88  -1.28  -0.31  -0.0934
C  -1.29  1.08  0.10  0.1132
C  -1.31  2.37  0.12  -0.4648
C  -0.72  -1.93  0.32  -0.4864
C  2.11  -0.09  -0.76  -0.0466
C  0.57  0.39  0.94  -0.1282
C  0.55  -1.10  0.50  -0.0764
N  1.08  -0.97  -0.89  -0.5913
N  1.69  1.01  0.17  -0.5349
H  -2.76  0.58  -0.98  0.2471
H  -2.58  -1.93  -0.91  0.2466
H  -0.63  3.15  0.65  0.2447
H  -2.27  2.84  -0.10  0.2390
H  -0.96  -2.14  1.34  0.2510
H  -0.55  -2.96  -0.04  0.2694
H  2.94  -0.44  -0.18  0.1979
H  2.54  0.43  -1.67  0.2377
H  0.41  0.31  1.95  0.2382
H  1.37  -1.72  0.96  0.2189
H  0.27  -0.66  -1.43  0.3831
H  2.34  1.36  0.88  0.4472
H  1.20  1.67  -0.30  0.4308


Taking the most stable structure as the zero point, the relative energies in hartree are w 0.0000; x 0.1494.